Record 1
Below is C38H36GaN6OP as an isolated structure in a non-equilibrium geometry, with properties calculated with ωB97M-V/def2-TZVPD.

```
! RIJCOSX wB97M-V def2-TZVPD def2/J DEFGRID3
* xyz 2 1
Ga -0.343 1.373 0.503
C -3.258 -0.631 -5.221
C -4.073 -0.576 -4.060
C -3.444 -0.422 -2.842
C -2.099 -0.823 -2.800
C -1.247 -0.830 -3.947
C -1.887 -0.700 -5.185
P -1.315 -0.917 -1.225
C -0.501 -2.467 -1.288
C -0.590 -3.393 -2.382
C 0.355 -4.431 -2.403
C 1.179 -4.726 -1.346
C 1.087 -3.926 -0.197
C 0.262 -2.790 -0.160
C -2.586 -1.070 0.137
C -3.324 -2.218 0.053
C -4.415 -2.453 0.918
C -4.713 -1.569 1.938
C -3.953 -0.434 2.161
C -4.255 0.486 3.225
C -3.468 1.604 3.388
C -2.481 1.966 2.361
C -2.091 1.028 1.401
C -2.877 -0.135 1.238
H -3.702 -0.878 -6.163
H -5.172 -0.536 -4.116
H -3.949 -0.099 -1.929
H -0.159 -0.949 -3.887
H -1.230 -0.741 -6.039
H -1.271 -3.347 -3.220
H 0.249 -5.004 -3.336
H 1.811 -5.594 -1.348
H 1.654 -4.331 0.729
H 0.122 -2.307 0.792
H -3.276 -2.913 -0.815
H -5.041 -3.349 0.767
H -5.669 -1.629 2.472
H -5.060 0.195 3.900
H -3.645 2.287 4.231
H -2.134 2.959 2.259
C 2.998 0.479 -2.286
C 1.763 0.790 -1.752
N 1.395 0.451 -0.425
C 2.306 -0.244 0.356
C 3.531 -0.674 -0.150
C 3.935 -0.129 -1.428
C 4.473 -1.548 0.560
C 4.278 -2.178 1.755
C 3.390 -1.804 2.919
C 2.897 -2.819 3.794
C 2.206 -2.416 4.886
N 2.097 -1.142 5.279
C 2.670 -0.286 4.394
N 3.330 -0.520 3.279
H 3.324 0.554 -3.333
H 0.885 1.315 -2.255
H 1.936 -0.579 1.393
H 4.888 -0.382 -1.823
H 5.267 -1.998 -0.141
H 4.833 -3.122 1.945
H 2.984 -3.927 3.588
H 1.721 -3.133 5.530
H 2.564 0.794 4.642
C -2.024 3.466 -3.201
N -0.765 3.945 -2.632
C -0.218 3.655 -1.461
N 0.769 4.454 -0.971
O -0.808 2.781 -0.689
H -2.884 4.034 -2.795
H -2.182 2.402 -2.889
H -2.049 3.460 -4.290
H -0.287 4.565 -3.240
H 1.206 5.095 -1.649
H 1.368 4.090 -0.217
C 3.640 3.624 3.238
C 2.413 4.472 2.636
C 1.460 3.574 2.031
N 0.838 2.671 1.648
H 4.376 4.281 3.668
H 4.070 3.162 2.368
H 3.280 2.824 3.958
H 2.827 5.202 1.791
H 1.807 5.052 3.401
*
```

Summary:
HOMO-LUMO gap   6.6 eV
Energy   -4139.0010 Ha
HOMO level   -12.23 eV
Molecular weight   693.44 u

These are the Mulliken partial charges, in e, on atoms 1 to 4: 0.44, -0.63, -0.80, -0.73

Record 2
Below is C38H37AsCoP2S as an isolated structure, with properties calculated with ωB97M-V/def2-TZVPD.

```
! RIJCOSX wB97M-V def2-TZVPD def2/J DEFGRID3
* xyz 1 1
Co 0.868 -0.611 0.049
S 2.361 -0.440 1.646
C 2.095 0.974 2.664
C 3.013 1.265 3.666
C 2.868 2.418 4.425
C 1.815 3.292 4.203
C 0.888 3.001 3.221
C 1.027 1.840 2.468
As -0.227 1.271 1.138
C -1.752 0.685 2.146
C -2.925 0.391 1.456
C -4.037 -0.058 2.148
C -3.970 -0.241 3.522
C -2.796 0.039 4.205
C -1.687 0.518 3.522
C -0.853 2.925 0.357
C 0.084 3.779 -0.212
C -0.313 4.994 -0.742
C -1.647 5.369 -0.699
C -2.579 4.533 -0.108
C -2.185 3.315 0.426
H 3.847 0.599 3.836
H 3.594 2.642 5.195
H 1.720 4.193 4.792
H 0.056 3.671 3.035
H -2.964 0.499 0.374
H -4.953 -0.276 1.615
H -4.836 -0.596 4.062
H -2.747 -0.102 5.276
H -0.774 0.751 4.059
H 1.134 3.507 -0.234
H 0.423 5.650 -1.186
H -1.956 6.317 -1.115
H -3.617 4.829 -0.053
H -2.925 2.686 0.900
C 3.620 -2.583 -0.487
P 2.065 -1.955 -1.198
C 2.610 -1.363 -2.823
C 1.084 -3.437 -1.535
C 1.264 -4.304 -2.603
C 0.426 -5.398 -2.739
C -0.583 -5.633 -1.814
C -0.763 -4.775 -0.742
C 0.068 -3.671 -0.611
P 0.010 -2.473 0.739
C -1.695 -2.454 1.349
C 0.849 -3.324 2.108
H 4.064 -3.322 -1.155
H 3.456 -3.032 0.489
H 4.303 -1.743 -0.357
H 3.188 -2.164 -3.285
H 3.255 -0.494 -2.708
H 1.761 -1.099 -3.452
H 2.041 -4.133 -3.335
H 0.555 -6.070 -3.575
H -1.234 -6.487 -1.935
H -1.552 -4.960 -0.026
H -1.966 -3.453 1.695
H -2.402 -2.123 0.595
H -1.735 -1.776 2.199
H 0.418 -4.323 2.200
H 0.692 -2.761 3.026
H 1.917 -3.408 1.937
C 1.202 2.974 -3.891
C 1.944 2.523 -2.783
C 1.476 1.484 -2.028
C 0.264 0.823 -2.348
C -0.192 -0.295 -1.579
C -1.334 -0.934 -1.985
C -2.072 -0.489 -3.109
C -1.660 0.594 -3.825
C -0.466 1.271 -3.468
C 0.023 2.366 -4.217
H 1.569 3.802 -4.481
H 2.877 3.007 -2.526
H 2.055 1.152 -1.164
H -1.706 -1.814 -1.472
H -2.970 -1.023 -3.389
H -2.223 0.943 -4.680
H -0.552 2.706 -5.068
*
```

Summary:
HOMO-LUMO gap (spin up / spin down)   6.8 / 6.8 eV
Energy   -6169.5179 Ha
ΔE to the lowest compared entry with this formula, charge and spin   0.0 kJ/mol
HOMO level (spin up / spin down)   -10.34 / -10.34 eV
Molecular weight   721.58 u

These are the Mulliken partial charges, in e, on atoms 1 to 4: 0.61, -0.46, 0.76, -0.71

Record 3
Below is C38H37FN2PdS as an isolated structure in a non-equilibrium geometry, with properties calculated with ωB97M-V/def2-TZVPD.

```
! RIJCOSX wB97M-V def2-TZVPD def2/J DEFGRID3
* xyz 0 1
Pd -0.085 -0.023 -0.312
C 2.141 -0.730 2.812
C 3.163 0.405 2.885
C 2.562 1.637 3.569
C 3.793 0.641 1.523
C 5.039 0.077 1.272
C 5.644 0.190 0.033
C 5.012 0.877 -0.987
C 3.764 1.459 -0.792
C 3.096 2.196 -1.936
C 2.513 1.203 -2.945
C 4.047 3.177 -2.625
C 3.162 1.318 0.470
N 1.886 1.918 0.678
C 1.578 3.242 1.005
C 2.005 4.499 1.079
C 0.941 5.361 0.423
C -1.193 5.113 0.919
C -1.420 4.144 2.028
C -0.785 3.009 1.786
F -0.805 1.926 2.577
H 1.727 -0.932 3.803
H 2.595 -1.647 2.434
H 1.318 -0.460 2.142
H 3.989 0.072 3.522
H 1.568 1.867 3.193
H 3.194 2.519 3.445
H 2.466 1.442 4.639
H 5.542 -0.453 2.072
H 6.619 -0.251 -0.135
H 5.495 0.964 -1.952
H 2.276 2.790 -1.529
H 3.301 0.550 -3.331
H 2.073 1.737 -3.790
H 1.742 0.587 -2.480
H 4.817 2.657 -3.200
H 4.543 3.826 -1.901
H 3.489 3.804 -3.322
H 3.018 4.839 1.241
H 1.433 5.872 -0.407
H -2.131 5.437 0.467
H -2.052 4.317 2.888
C 0.655 1.646 0.066
C 0.148 3.030 0.619
C -0.195 4.385 -0.047
C -0.541 4.540 -1.485
C -0.796 5.751 -1.997
C -0.783 7.042 -1.281
C -0.517 7.304 0.008
C -0.160 6.272 1.048
H -0.589 3.659 -2.116
H -1.045 5.815 -3.050
H -1.028 7.895 -1.905
H -0.571 8.339 0.326
H 0.005 6.702 2.034
N -0.937 -1.932 -0.742
S 0.112 -2.895 -1.450
C 0.979 -3.913 -0.255
C 0.310 -4.796 0.582
C 1.026 -5.492 1.540
C 2.400 -5.307 1.654
C 3.059 -4.422 0.815
C 2.346 -3.714 -0.142
C -0.835 -4.190 -2.270
C -2.172 -3.963 -2.548
C -2.892 -4.924 -3.246
C -2.272 -6.089 -3.670
C -0.926 -6.300 -3.398
C -0.200 -5.350 -2.698
H -1.575 -2.433 -0.129
H -0.759 -4.944 0.478
H 0.517 -6.183 2.198
H 2.955 -5.854 2.405
H 4.127 -4.272 0.911
H 2.842 -2.998 -0.788
H -2.633 -3.038 -2.227
H -3.939 -4.755 -3.462
H -2.834 -6.836 -4.215
H -0.440 -7.208 -3.729
H 0.846 -5.516 -2.475
*
```

Summary:
HOMO-LUMO gap   6.8 eV
Energy   -2205.4424 Ha
ΔE to the lowest compared entry with this formula, charge and spin   0.0 kJ/mol
HOMO level   -6.32 eV
Molecular weight   679.21 u

These are the Mulliken partial charges, in e, on atoms 1 to 4: -1.19, -1.10, 0.63, -1.57

Record 4
Below is C38H37GeN3NiO7P2S3 as an isolated structure in a non-equilibrium geometry, with properties calculated with ωB97M-V/def2-TZVPD.

```
! RIJCOSX wB97M-V def2-TZVPD def2/J DEFGRID3
* xyz -1 4
Ni 1.163 1.260 0.146
S 2.063 1.760 2.382
C 3.289 0.566 2.670
S 4.478 0.964 1.591
C 3.184 -0.515 3.530
C 4.222 -1.480 3.592
N 4.994 -2.342 3.703
C 2.062 -0.510 4.416
N 1.175 -0.376 5.151
N 0.068 3.248 -2.456
C 1.527 3.139 -2.997
C 1.633 3.946 -4.270
P 1.555 1.255 -3.218
O 0.271 0.948 -4.173
O 2.782 0.810 -3.883
O 1.030 0.771 -1.889
P 2.614 3.521 -1.576
O 2.559 5.166 -1.475
O 3.930 3.004 -1.914
O 1.843 3.156 -0.338
H -0.629 2.717 -2.933
H -0.256 4.221 -2.416
H 0.095 2.877 -1.466
H 0.805 3.640 -4.833
H 2.589 3.737 -4.698
H 1.476 5.069 -4.094
H 0.499 0.716 -5.102
H 2.330 5.422 -0.576
O 1.218 -0.877 0.238
S 0.850 -1.864 -0.879
C 2.383 -2.074 -1.928
C 3.366 -3.024 -1.398
C 4.029 -2.714 -0.241
C 4.881 -3.601 0.385
C 5.233 -4.713 -0.353
C 4.648 -5.099 -1.572
C 3.647 -4.251 -2.076
C 0.706 -3.481 -0.043
C -0.443 -3.448 0.952
C -1.596 -4.203 0.654
C -2.583 -4.436 1.562
C -2.492 -3.825 2.819
C -1.385 -3.044 3.131
C -0.356 -2.900 2.224
H 2.734 -1.064 -1.899
H 2.044 -2.321 -2.969
H 3.881 -1.704 0.245
H 5.404 -3.328 1.277
H 6.030 -5.355 0.071
H 4.995 -5.995 -2.029
H 3.186 -4.552 -3.011
H 1.738 -3.762 0.317
H 0.504 -4.094 -0.918
H -1.509 -4.763 -0.271
H -3.374 -5.151 1.333
H -3.245 -3.950 3.573
H -1.337 -2.598 4.120
H 0.507 -2.297 2.451
C -3.104 5.158 -1.466
C -3.461 3.899 -1.826
C -2.930 2.756 -1.284
C -2.071 2.903 -0.200
C -1.778 4.221 0.247
C -2.231 5.340 -0.422
Ge -1.226 1.246 0.655
C -2.223 -0.228 -0.262
C -3.153 -0.984 0.463
C -3.959 -1.934 -0.218
C -3.733 -2.186 -1.545
C -2.726 -1.560 -2.243
C -2.060 -0.536 -1.646
C -2.113 1.427 2.426
C -3.508 1.748 2.467
C -4.172 1.836 3.685
C -3.555 1.465 4.892
C -2.240 1.079 4.798
C -1.505 1.075 3.576
H -3.449 6.000 -2.082
H -4.083 3.824 -2.712
H -3.220 1.780 -1.712
H -1.076 4.384 1.064
H -1.882 6.338 0.000
H -3.229 -0.911 1.496
H -4.721 -2.466 0.291
H -4.378 -2.948 -2.023
H -2.519 -1.835 -3.294
H -1.259 -0.008 -2.233
H -4.042 1.957 1.544
H -5.205 2.120 3.770
H -4.065 1.361 5.871
H -1.705 0.712 5.659
H -0.425 0.770 3.625
*
```

Summary:
HOMO-LUMO gap (spin up / spin down)   6.9 / 6.6 eV
Energy   -7623.9432 Ha
ΔE to the lowest compared entry with this formula, charge and spin   55.5 kJ/mol
HOMO level (spin up / spin down)   -4.86 / -5.71 eV
Molecular weight   937.18 u

These are the Mulliken partial charges, in e, on atoms 1 to 4: 1.44, -0.33, 0.58, -0.10

Record 5
Below is C38H37KN9O3PS as an isolated structure in a non-equilibrium geometry, with properties calculated with ωB97M-V/def2-TZVPD.

```
! RIJCOSX wB97M-V def2-TZVPD def2/J DEFGRID3
* xyz 0 1
K -1.290 0.278 0.648
O -0.318 -0.534 4.375
C 0.061 -0.721 3.218
N -0.395 -1.590 2.290
C -1.644 -2.113 2.293
O -1.934 -3.201 1.794
C -2.804 -1.273 2.814
C -3.925 -1.906 3.333
C -4.973 -1.125 3.789
C -4.876 0.257 3.695
C -3.723 0.798 3.147
N -2.705 0.053 2.712
C 1.333 -0.007 2.752
C 2.448 -0.020 3.583
C 3.627 0.544 3.129
C 3.655 1.128 1.867
C 2.486 1.128 1.126
N 1.343 0.582 1.550
H -3.951 -2.987 3.365
H -5.858 -1.587 4.209
H -5.672 0.905 4.038
H -3.600 1.873 3.038
H 2.366 -0.481 4.560
H 4.518 0.526 3.745
H 4.561 1.566 1.465
H 2.456 1.589 0.139
C -4.047 5.266 -1.249
N -3.965 3.862 -0.857
C -5.027 3.012 -0.712
C -4.491 1.802 -0.360
N -3.129 1.888 -0.288
C -2.833 3.138 -0.589
P -1.170 3.870 -0.698
C -0.425 2.596 -1.794
N -1.067 1.539 -2.249
C -0.217 0.928 -3.137
C 0.948 1.629 -3.232
N 0.810 2.703 -2.384
C 1.796 3.756 -2.197
C -0.584 3.434 0.987
N -1.256 2.648 1.802
C -0.590 2.664 3.002
C 0.499 3.484 2.915
N 0.495 3.983 1.634
C 1.453 4.951 1.121
H -5.078 5.594 -1.147
H -3.732 5.407 -2.282
H -3.422 5.876 -0.604
H -6.043 3.339 -0.877
H -5.012 0.879 -0.147
H -0.490 0.011 -3.638
H 1.847 1.476 -3.808
H 2.337 3.908 -3.126
H 2.509 3.509 -1.411
H 1.293 4.685 -1.942
H -0.920 2.064 3.841
H 1.269 3.747 3.625
H 1.592 5.749 1.847
H 1.066 5.388 0.205
H 2.417 4.482 0.920
O -0.296 -1.126 -0.703
S 0.956 -1.855 -0.269
C 1.932 -1.835 -1.786
C 3.245 -2.557 -1.664
C 4.098 -2.293 -0.589
C 5.317 -2.947 -0.473
C 5.705 -3.873 -1.433
C 4.864 -4.143 -2.505
C 3.640 -3.491 -2.616
C 0.592 -3.638 -0.247
C -0.021 -4.150 -1.516
C -1.354 -3.866 -1.812
C -1.909 -4.281 -3.016
C -1.145 -4.989 -3.937
C 0.180 -5.289 -3.644
C 0.736 -4.868 -2.442
H 2.067 -0.761 -1.940
H 1.286 -2.216 -2.582
H 3.797 -1.571 0.165
H 5.964 -2.734 0.369
H 6.656 -4.384 -1.343
H 5.157 -4.867 -3.256
H 2.977 -3.714 -3.447
H -0.083 -3.724 0.607
H 1.549 -4.117 -0.017
H -1.951 -3.335 -1.081
H -2.947 -4.056 -3.234
H -1.581 -5.311 -4.875
H 0.779 -5.856 -4.349
H 1.771 -5.102 -2.212
*
```

Summary:
HOMO-LUMO gap   8.3 eV
Energy   -3528.3072 Ha
HOMO level   -8.11 eV
Molecular weight   769.91 u

These are the natural (NBO) partial charges, in e, on atoms 1 to 4: 0.87, -0.65, 0.63, -0.74